[1]
{
  "formula": "BF4H26O13",
  "method": "ωB97M-V/def2-TZVPD",
  "symbols": ["B", "F", "F", "F", "F", "O", "H", "H", "O", "H", "H", "O", "H", "H", "O", "H", "H", "O", "H", "H", "O", "H", "H", "O", "H", "H", "O", "H", "H", "O", "H", "H", "O", "H", "H", "O", "H", "H", "O", "H", "H", "O", "H", "H"],
  "xyz": [[-20.68, 16.20, -8.75], [-19.65, 15.30, -8.91], [-20.21, 17.20, -7.86], [-21.15, 16.82, -9.91], [-21.76, 15.50, -8.18], [-23.12, 18.19, -7.60], [-23.97, 18.12, -7.15], [-22.76, 17.30, -7.59], [-23.90, 13.46, -9.90], [-24.24, 13.28, -10.78], [-23.85, 14.42, -9.85], [-22.89, 19.43, -10.10], [-22.92, 19.15, -9.18], [-22.23, 20.14, -10.13], [-20.39, 14.91, -5.89], [-21.05, 15.33, -5.32], [-20.56, 15.28, -6.77], [-22.37, 17.26, -12.21], [-22.98, 17.77, -11.66], [-21.66, 17.02, -11.59], [-21.04, 12.84, -9.67], [-21.85, 12.63, -10.15], [-21.28, 13.57, -9.09], [-19.25, 18.58, -10.84], [-19.99, 18.17, -10.38], [-18.46, 18.17, -10.46], [-18.45, 12.66, -10.92], [-17.74, 12.68, -10.27], [-19.25, 12.86, -10.40], [-17.13, 14.78, -7.08], [-17.88, 14.17, -7.11], [-17.49, 15.58, -6.66], [-18.19, 17.37, -6.27], [-18.03, 18.27, -6.56], [-19.05, 17.13, -6.69], [-21.78, 12.58, -6.02], [-21.23, 13.40, -6.01], [-22.63, 12.86, -6.36], [-20.10, 20.51, -7.94], [-20.75, 20.97, -7.40], [-20.49, 19.64, -8.10], [-17.50, 16.74, -9.62], [-18.04, 16.25, -8.98], [-16.61, 16.39, -9.51]],
  "orbital_gap_ev": 9.48,
  "relative_energy_kcal_mol": 7.59,
  "total_charge": -1
}

=====

[2]
{
  "formula": "BF4Rb",
  "method": "ωB97M-V/def2-TZVPD",
  "symbols": ["Rb", "B", "F", "F", "F", "F"],
  "xyz": [[-10.63, -19.12, -14.51], [-9.45, -22.01, -12.75], [-9.11, -22.80, -13.85], [-10.67, -21.42, -13.02], [-9.45, -22.77, -11.62], [-8.56, -20.94, -12.62]],
  "orbital_gap_ev": [14.70, 6.64],
  "s2": 0.76,
  "spin_multiplicity": 2,
  "total_charge": 1
}

=====

[3]
{
  "formula": "BF4Sn",
  "method": "ωB97M-V/def2-TZVPD",
  "symbols": ["Sn", "B", "F", "F", "F", "F"],
  "xyz": [[1.10, 1.65, 1.44], [-0.22, -0.34, -0.35], [-0.56, -0.41, 1.05], [1.15, -0.61, -0.34], [-0.93, -1.27, -1.04], [-0.54, 0.98, -0.77]],
  "orbital_gap_ev": 8.05,
  "relative_energy_kcal_mol": 19.23,
  "total_charge": 1
}

=====

[4]
{
  "formula": "BF4Sn",
  "method": "ωB97M-V/def2-TZVPD",
  "symbols": ["Sn", "B", "F", "F", "F", "F"],
  "xyz": [[0.60, 2.57, 0.98], [-0.12, -0.55, -0.16], [-0.24, 0.43, -1.14], [1.21, -0.64, 0.05], [-0.88, -0.02, 0.90], [-0.57, -1.79, -0.63]],
  "orbital_gap_ev": [9.46, 6.66],
  "s2": 0.76,
  "spin_multiplicity": 2,
  "relative_energy_kcal_mol": 10.20,
  "total_charge": 2
}

=====

[5]
{
  "formula": "BH16O6",
  "method": "ωB97M-V/def2-TZVPD",
  "symbols": ["B", "H", "H", "H", "H", "O", "H", "H", "O", "H", "H", "O", "H", "H", "O", "H", "H", "O", "H", "H", "O", "H", "H"],
  "xyz": [[-0.07, -0.59, -0.76], [0.83, -0.79, -0.03], [-1.09, -0.28, -0.17], [0.26, 0.41, -1.50], [-0.27, -1.59, -1.41], [1.59, 1.83, 0.87], [0.91, 2.26, 1.37], [1.12, 1.15, 0.47], [2.92, -0.85, 2.17], [2.73, -1.73, 1.86], [2.58, -0.13, 1.60], [0.33, 3.79, -1.64], [-0.48, 3.98, -2.10], [0.67, 2.97, -1.98], [-1.41, -3.59, 0.13], [-0.99, -2.85, -0.32], [-1.19, -3.55, 1.03], [-0.15, -0.29, 2.94], [0.31, -0.78, 2.27], [-0.94, 0.13, 2.48], [-2.93, 0.06, -2.34], [-2.59, 0.45, -3.12], [-2.14, 0.00, -1.81]],
  "orbital_gap_ev": 9.46,
  "relative_energy_kcal_mol": 4.68,
  "total_charge": -1
}

=====

[6]
{
  "formula": "BH26O11",
  "method": "ωB97M-V/def2-TZVPD",
  "symbols": ["B", "H", "H", "H", "H", "O", "H", "H", "O", "H", "H", "O", "H", "H", "O", "H", "H", "O", "H", "H", "O", "H", "H", "O", "H", "H", "O", "H", "H", "O", "H", "H", "O", "H", "H", "O", "H", "H"],
  "xyz": [[-6.76, -12.91, 18.31], [-6.77, -14.12, 18.71], [-7.27, -12.78, 17.21], [-7.41, -12.22, 19.12], [-5.62, -12.47, 18.21], [-5.50, -15.06, 16.26], [-6.16, -14.79, 16.89], [-5.80, -15.80, 15.76], [-2.86, -10.36, 18.28], [-2.93, -10.50, 19.18], [-3.74, -10.45, 17.92], [-5.49, -11.98, 15.19], [-5.37, -12.71, 15.79], [-6.38, -11.66, 15.34], [-8.33, -13.66, 14.07], [-7.67, -14.01, 13.49], [-7.88, -13.10, 14.66], [-9.44, -10.99, 17.62], [-8.96, -10.15, 17.80], [-9.07, -11.69, 18.21], [-10.47, -13.05, 15.82], [-9.80, -12.51, 16.22], [-9.99, -13.39, 15.09], [-8.65, -15.28, 16.74], [-8.73, -14.48, 16.28], [-8.19, -15.16, 17.57], [-6.00, -10.29, 20.73], [-5.30, -10.97, 20.92], [-6.81, -10.58, 20.31], [-3.73, -13.43, 20.10], [-4.50, -13.28, 19.50], [-2.99, -13.37, 19.44], [-7.95, -10.82, 15.29], [-7.92, -9.90, 15.11], [-8.33, -10.96, 16.16], [-5.40, -9.59, 17.18], [-5.52, -9.20, 16.31], [-5.87, -10.41, 17.14]],
  "orbital_gap_ev": 9.78,
  "relative_energy_kcal_mol": 14.24,
  "total_charge": -1
}

=====

[7]
{
  "formula": "BH2INO6S2",
  "method": "ωB97M-V/def2-TZVPD",
  "symbols": ["O", "S", "O", "I", "N", "S", "O", "O", "B", "O", "O", "H", "H"],
  "xyz": [[-3.13, 1.04, 1.08], [-2.07, 0.37, 0.38], [-2.40, -0.68, -0.53], [-1.25, 2.18, -1.11], [-0.89, 0.12, 1.38], [0.38, -0.82, 1.00], [1.25, -0.78, 2.15], [0.02, -2.14, 0.50], [1.32, 0.01, -0.43], [1.13, -0.48, -1.69], [2.16, 1.03, -0.14], [1.17, -1.44, -1.68], [2.31, 1.57, -0.92]],
  "orbital_gap_ev": 8.64,
  "total_charge": -1
}

=====

[8]
{
  "formula": "BH3S3",
  "method": "ωB97M-V/def2-TZVPD",
  "symbols": ["S", "B", "S", "H", "S", "H", "H"],
  "xyz": [[-3.37, -1.93, 0.07], [-3.85, -0.46, -0.21], [-4.25, 1.24, -0.23], [-3.06, 1.63, 0.38], [1.13, -0.88, -0.52], [0.56, -1.96, 0.17], [2.40, -1.26, -0.30]],
  "orbital_gap_ev": 9.70,
  "relative_energy_kcal_mol": 22.75,
  "smiles": "S=BS.S",
  "total_charge": 0
}

=====

[9]
{
  "formula": "BeCl4",
  "method": "ωB97M-V/def2-TZVPD",
  "symbols": ["Be", "Cl", "Cl", "Cl", "Cl"],
  "xyz": [[-0.09, 0.61, -0.27], [-1.71, -1.64, -0.80], [1.58, -0.81, 1.35], [1.83, 0.47, -2.25], [-1.60, 1.38, 1.96]],
  "orbital_gap_ev": 7.11,
  "relative_energy_kcal_mol": 63.25,
  "total_charge": -2
}

=====

[10]
{
  "formula": "BeFH16O8",
  "method": "ωB97M-V/def2-TZVPD",
  "symbols": ["Be", "F", "O", "H", "H", "O", "H", "H", "O", "H", "H", "O", "H", "H", "O", "H", "H", "O", "H", "H", "O", "H", "H", "O", "H", "H"],
  "xyz": [[-9.96, 17.55, -13.47], [-10.04, 17.78, -11.96], [-9.03, 18.57, -9.70], [-9.02, 19.56, -9.62], [-9.32, 18.41, -10.61], [-9.81, 15.95, -13.94], [-9.54, 15.65, -14.83], [-9.73, 15.20, -13.29], [-11.43, 18.11, -14.16], [-11.72, 17.85, -15.02], [-12.19, 18.41, -13.63], [-12.04, 19.83, -11.82], [-11.34, 19.85, -11.20], [-12.21, 20.74, -11.90], [-11.14, 16.14, -10.16], [-10.79, 16.73, -10.84], [-12.02, 15.98, -10.51], [-8.78, 18.40, -14.28], [-7.88, 18.73, -14.17], [-8.85, 18.43, -15.24], [-11.68, 18.83, -9.07], [-10.71, 18.71, -9.09], [-11.94, 18.24, -9.75], [-7.14, 17.14, -11.74], [-6.20, 17.11, -11.50], [-7.58, 17.02, -10.92]],
  "orbital_gap_ev": 8.46,
  "relative_energy_kcal_mol": 7.11,
  "total_charge": 1
}

=====

[11]
{
  "formula": "BeH10O5",
  "method": "ωB97M-V/def2-TZVPD",
  "symbols": ["Be", "O", "H", "H", "O", "H", "H", "O", "H", "H", "O", "H", "H", "O", "H", "H"],
  "xyz": [[-0.30, -0.44, 0.23], [-0.35, -0.56, -1.51], [-1.20, -0.69, -1.96], [0.05, 0.08, -2.08], [-0.72, 1.07, 0.80], [-1.17, 1.78, 0.23], [-0.54, 1.48, 1.64], [1.13, -0.97, 0.78], [1.03, -1.73, 1.36], [1.85, -0.40, 1.04], [1.74, 1.49, -0.67], [1.40, 1.61, -1.56], [2.36, 2.18, -0.53], [-1.51, -1.45, 0.60], [-2.05, -1.09, 1.31], [-1.72, -2.35, 0.33]],
  "orbital_gap_ev": 11.87,
  "relative_energy_kcal_mol": 6.56,
  "total_charge": 2
}

=====

[12]
{
  "formula": "BeH10O5",
  "method": "ωB97M-V/def2-TZVPD",
  "symbols": ["Be", "O", "H", "H", "O", "H", "H", "O", "H", "H", "O", "H", "H", "O", "H", "H"],
  "xyz": [[15.61, -3.65, 0.10], [16.44, -4.57, 1.22], [16.17, -5.40, 1.55], [16.68, -4.19, 2.04], [14.22, -4.45, -0.25], [14.15, -5.02, -1.05], [13.55, -4.65, 0.40], [18.16, -2.48, 0.35], [18.61, -2.52, -0.52], [18.84, -2.22, 1.02], [16.36, -3.64, -1.41], [16.37, -2.81, -1.89], [16.52, -4.30, -2.08], [15.41, -2.21, 0.79], [15.92, -1.63, 1.39], [14.48, -1.94, 0.75]],
  "orbital_gap_ev": 11.51,
  "relative_energy_kcal_mol": 7.60,
  "total_charge": 2
}

=====

[13]
{
  "formula": "BiFH2O",
  "method": "ωB97M-V/def2-TZVPD",
  "symbols": ["H", "F", "Bi", "O", "H"],
  "xyz": [[-0.68, 0.61, -0.73], [-0.49, -2.09, 0.05], [0.89, -0.92, 0.55], [0.18, 0.79, -0.19], [0.09, 1.61, 0.32]],
  "orbital_gap_ev": 11.32,
  "total_charge": 2
}

=====

[14]
{
  "formula": "Br2Ca",
  "method": "ωB97M-V/def2-TZVPD",
  "symbols": ["Ca", "Br", "Br"],
  "xyz": [[0.02, 0.02, 0.92], [-2.22, -1.13, -0.35], [2.20, 1.10, -0.56]],
  "orbital_gap_ev": [8.22, 3.28],
  "s2": 0.76,
  "spin_multiplicity": 2,
  "total_charge": 1
}

=====

[15]
{
  "formula": "Br2ClFSi",
  "method": "ωB97M-V/def2-TZVPD",
  "symbols": ["F", "Si", "Cl", "Br", "Br"],
  "xyz": [[-0.83, 1.04, -0.68], [0.24, -0.01, -0.27], [2.08, 0.15, -0.80], [-0.58, -1.98, -0.78], [-0.91, 0.81, 2.53]],
  "orbital_gap_ev": 7.27,
  "relative_energy_kcal_mol": 56.24,
  "total_charge": 0
}

=====

[16]
{
  "formula": "Br2ClFSi",
  "method": "ωB97M-V/def2-TZVPD",
  "symbols": ["F", "Si", "Cl", "Br", "Br"],
  "xyz": [[-0.84, -1.44, -1.73], [0.09, 0.07, 0.32], [-0.10, -0.75, 2.10], [-1.24, 1.69, -0.24], [2.09, 0.43, -0.45]],
  "orbital_gap_ev": 8.51,
  "relative_energy_kcal_mol": 95.95,
  "total_charge": 0
}

=====

[17]
{
  "formula": "Br2Cu",
  "method": "ωB97M-V/def2-TZVPD",
  "symbols": ["Cu", "Br", "Br"],
  "xyz": [[4.35, 0.84, 0.97], [1.49, 1.05, 1.86], [6.92, 0.77, 1.32]],
  "orbital_gap_ev": 8.38,
  "relative_energy_kcal_mol": 2.23,
  "total_charge": -1
}

=====

[18]
{
  "formula": "Br2H2N2S",
  "method": "ωB97M-V/def2-TZVPD",
  "symbols": ["N", "N", "S", "Br", "Br", "H", "H"],
  "xyz": [[-0.34, -0.24, -1.83], [0.58, 1.89, 1.29], [-0.14, 1.11, 2.30], [-1.38, -0.61, -0.30], [0.90, -0.89, 2.64], [0.62, -0.18, -1.68], [-0.24, -1.07, -2.43]],
  "orbital_gap_ev": 8.16,
  "relative_energy_kcal_mol": 8.34,
  "total_charge": 0
}

=====

[19]
{
  "formula": "Br2H2Si",
  "method": "ωB97M-V/def2-TZVPD",
  "symbols": ["Br", "Si", "Br", "H", "H"],
  "xyz": [[2.14, -0.08, 0.93], [0.07, 0.10, 0.00], [-1.31, 1.35, -1.15], [-0.97, -0.25, 0.99], [0.07, -1.11, -0.77]],
  "orbital_gap_ev": 9.72,
  "relative_energy_kcal_mol": 14.47,
  "smiles": "Br[SiH2]Br",
  "total_charge": 0
}

=====

[20]
{
  "formula": "Br2H4OSi2",
  "method": "ωB97M-V/def2-TZVPD",
  "symbols": ["O", "Si", "Br", "H", "Si", "Br", "H", "H", "H"],
  "xyz": [[0.13, -0.42, -1.54], [1.48, -0.52, -2.12], [2.24, 1.05, -3.43], [2.52, -1.46, -1.99], [-0.01, -0.01, 1.07], [2.19, 0.68, 0.83], [-0.73, 1.07, 0.46], [0.07, -1.57, 0.66], [-0.21, -0.14, 2.61]],
  "orbital_gap_ev": 10.17,
  "relative_energy_kcal_mol": 67.09,
  "smiles": "O=[SiH]Br.[SiH3]Br",
  "total_charge": 0
}

=====

The calculated total energy results, record by record, are as follows: -1418.40241 -448.23539 -638.45949 -637.81392 -485.89342 -868.10820 -1626.49304 -1221.22944 -1855.62102 -726.05090 -396.45595 -396.45429 -390.08549 -5825.38894 -5997.69231 -5997.62902 -6788.64479 -5656.82533 -5438.76017 -5804.69521 Ha.